1.
47
Properties=species:S:1:pos:R:3:nbo_charge:R:1 method="wB97M-V/def2-TZVPD" smiles="COc1cccc(NC(=O)CCNS(=O)(=O)c2ccc3c(c2)oc(=O)n3C)c1" energy_ev=-46549.21908 homo_lumo_gap_ev=7.651 homo_energy_ev=-8.0 charge=0
C -3.9214 -1.5940 1.5491 -0.236
O -3.8440 -0.3831 0.4177 -0.475
C -2.7935 -0.3484 -0.2344 0.272
C -2.8597 0.7278 -0.9711 -0.275
C -1.9018 1.0313 -2.1518 -0.159
C -0.7335 0.2267 -2.1569 -0.303
C -0.6895 -0.7847 -1.1958 0.188
N 0.5360 -1.4921 -1.2063 -0.578
C 1.6043 -1.5043 -1.6686 0.675
O 2.0315 -0.3916 -2.4027 -0.777
C 2.7355 -2.6028 -1.2875 -0.553
C 3.8029 -1.9828 -0.8525 -0.057
N 3.7254 -1.8365 0.7572 -0.930
S 2.4419 -1.6605 1.4972 2.241
O 1.5122 -2.9281 1.3415 -0.966
O 2.7932 -1.7069 2.9399 -0.954
C 1.5111 -0.2644 1.3628 -0.366
C 1.9940 0.7942 0.1188 -0.125
C 1.2096 2.0141 0.0853 -0.275
C 0.1132 2.2288 0.7229 0.122
C -0.5735 0.9921 1.4354 0.362
C 0.3298 -0.0895 1.9293 -0.245
O -1.7713 1.3708 1.8484 -0.444
C -1.9772 2.6596 1.2255 0.874
O -3.1234 3.1793 1.4838 -0.611
N -0.8811 3.1113 0.5853 -0.407
C -0.9125 4.2344 -0.2245 -0.388
C -1.7856 -1.3485 -0.3943 -0.321
H -3.1502 -1.3323 2.1568 0.193
H -3.9443 -2.5627 0.9593 0.203
H -4.8235 -1.4767 2.0113 0.199
H -3.8836 1.4484 -1.0538 0.249
H -2.1122 2.0047 -2.6823 0.223
H 0.0954 0.3995 -2.8185 0.280
H 0.4896 -2.3676 -0.4236 0.444
H 3.0126 -2.8233 -2.2809 0.273
H 2.3130 -3.3496 -0.7068 0.274
H 4.2304 -1.2489 -1.0787 0.178
H 4.8634 -2.7100 -0.8286 0.188
H 4.4694 -1.2834 1.3246 0.454
H 3.0330 0.5448 0.0249 0.215
H 1.6656 2.6934 -0.5577 0.229
H -0.1136 -0.7978 2.5389 0.239
H -2.0927 4.5271 -0.1707 0.252
H -0.1855 4.9533 -0.0887 0.215
H -0.8736 3.8400 -1.0576 0.191
H -1.5658 -2.1110 0.1786 0.214


2.
45
Properties=species:S:1:pos:R:3:nbo_charge:R:1 method="wB97M-V/def2-TZVPD" energy_ev=-32545.64721 homo_lumo_gap_ev=6.345 homo_energy_ev=-7.9 charge=0
N 0.8534 2.2149 3.4960 -0.318
C 0.4291 1.2924 3.9289 0.272
C -0.0392 -0.0054 4.5195 -0.478
H -0.0710 -0.0522 5.4693 0.230
H 0.5910 -0.8588 3.9217 0.263
C -1.3046 -0.5139 3.7171 -0.205
N -1.1286 -0.5137 2.2436 -0.083
C -1.6803 0.5170 1.5612 -0.065
C -1.3369 0.0781 0.2856 -0.273
C -0.8225 -1.1457 0.3972 0.120
N -0.8203 -1.6220 1.9045 -0.163
C -0.4362 -2.2670 -0.5055 -0.066
C 0.2317 -3.2308 -0.3558 -0.177
C 0.8167 -4.1637 -1.0389 0.035
C 0.4270 -3.9924 -2.5107 -0.121
C -0.0085 -2.8800 -2.9152 -0.309
C -0.5442 -1.8523 -2.0832 -0.001
H -1.0674 -1.0761 -2.3080 0.186
H -0.4258 -2.5952 -3.8010 0.231
H 1.0308 -4.7084 -3.1562 0.242
N 1.4246 -5.4047 -0.7270 0.491
O 1.9088 -5.5827 0.5535 -0.485
O 1.8973 -6.1593 -1.4494 -0.271
H 0.7088 -3.4978 0.9165 0.227
C -1.6450 0.8931 -0.8044 0.756
O -2.5067 1.1700 -1.4719 -0.483
N -0.2695 1.5811 -1.6005 -0.512
C 0.9556 1.5391 -0.5642 -0.255
H 1.9029 1.3649 -1.5283 0.150
C 1.2507 2.9205 -0.0014 -0.476
C 0.3407 3.9595 -0.5666 -0.368
C 0.3047 3.7139 -2.2224 -0.415
C -0.3306 2.5001 -2.4772 -0.225
H 0.0415 2.0092 -3.5613 0.123
H -1.3952 2.6653 -2.7569 0.227
H -0.0048 4.6066 -2.4977 0.214
H 1.2871 3.6809 -2.5136 0.195
H 1.0752 4.9876 -0.3873 0.209
H -0.6265 3.9400 -0.2982 0.192
H 0.9595 2.6467 1.1675 0.224
H 2.3935 3.2345 -0.0063 0.226
H 1.3106 0.5802 0.0110 0.254
H -1.8901 1.4161 1.8506 0.227
H -2.0782 0.2231 3.9923 0.204
H -1.7091 -1.6128 4.1733 0.250


3.
44
Properties=species:S:1:pos:R:3:nbo_charge:R:1 method="wB97M-V/def2-TZVPD" smiles="O=c1c2ccccc2cnn1Cc1n[nH]c(=S)n1[C@@H]1C[C@@H]2CC[C@H]1C2" energy_ev=-39306.86949 homo_lumo_gap_ev=7.987 homo_energy_ev=-7.9 charge=0
O -1.1859 0.7008 -0.8408 -0.629
C -1.4509 1.6225 -0.0913 0.630
C -2.0553 2.8735 -0.6581 -0.064
C -2.3617 3.0107 -2.0021 -0.167
C -2.8855 4.1874 -2.5214 -0.208
C -3.1063 5.2620 -1.6628 -0.180
C -2.8005 5.1477 -0.2830 -0.195
C -2.2336 3.9663 0.2024 -0.090
C -1.9677 3.7236 1.6314 0.023
N -1.4851 2.5808 2.1196 -0.193
N -1.1952 1.5441 1.2670 -0.246
C -0.5736 0.3354 1.8193 -0.263
C 0.9080 0.2683 1.5065 0.350
N 1.6502 1.2156 2.0008 -0.257
N 2.9108 0.9719 1.5875 -0.404
C 2.9449 -0.1287 0.7460 0.245
S 4.2514 -0.2955 -0.2896 -0.252
N 1.6592 -0.7249 0.7814 -0.411
C 1.1498 -1.6442 -0.2953 -0.027
C -0.0718 -2.5387 0.0687 -0.427
C 0.2723 -3.9626 -0.3751 -0.215
C 1.2478 -4.5186 0.6510 -0.409
C 2.5154 -3.7088 0.3455 -0.421
C 2.0842 -2.8070 -0.8104 -0.215
C 1.1434 -3.6935 -1.5726 -0.418
H -2.1810 2.2057 -2.6651 0.234
H -3.1820 4.2582 -3.5676 0.224
H -3.5085 6.1929 -2.0497 0.220
H -3.0255 5.9646 0.3787 0.219
H -2.1623 4.5538 2.3221 0.208
H -1.0847 -0.5628 1.4472 0.243
H -0.6456 0.3640 2.9161 0.260
H 3.5578 1.7184 1.3651 0.427
H 0.9096 -1.0242 -1.1548 0.228
H -0.2501 -2.5204 1.1272 0.203
H -0.9757 -2.1791 -0.4526 0.232
H -0.5803 -4.6273 -0.5490 0.216
H 1.4240 -5.5740 0.4405 0.205
H 0.9167 -4.4154 1.6905 0.206
H 3.3177 -4.3639 0.0383 0.217
H 2.8652 -3.1201 1.2030 0.215
H 2.9398 -2.4374 -1.4079 0.251
H 1.6335 -4.6187 -1.9533 0.215
H 0.6674 -3.2026 -2.4530 0.217


4.
47
Properties=species:S:1:pos:R:3:nbo_charge:R:1 method="wB97M-V/def2-TZVPD" energy_ev=-44333.06084 homo_lumo_gap_ev=7.726 homo_energy_ev=-8.1 charge=0
O 3.8403 -3.6879 3.2771 -0.675
O -2.0997 2.8027 0.0208 -0.611
N -4.7602 0.4545 -4.9374 -0.279
N 1.4540 -1.2106 1.0344 -0.479
N -5.5150 1.1965 -2.8373 -0.454
S 1.4745 0.4764 3.0255 0.428
C 3.2882 -3.0234 2.3595 0.769
C -1.2770 1.8938 0.2210 0.646
C -5.7300 0.9456 -4.2281 0.142
C 1.9840 -0.9673 2.2105 0.229
C -4.3360 0.7186 -2.8008 0.304
C -0.2787 -0.3771 -0.3456 -0.120
C -3.4402 0.8338 -1.6383 -0.160
C -1.7321 0.0479 -3.3162 -0.227
C 0.5077 -0.2659 0.8402 0.039
C -1.1438 0.6856 -0.7087 -0.114
C -2.1118 0.5995 -1.9013 -0.023
C -2.6468 -0.3868 -4.2095 0.005
C 0.3631 0.7669 1.7681 -0.029
N 2.9173 -1.8311 2.7856 -0.603
N -3.8875 0.2388 -3.9607 -0.187
N 3.1366 -3.4280 1.1115 -0.618
N -0.3073 2.0036 1.3372 -0.431
C 3.9895 -5.7319 0.5597 -0.614
C -0.9093 4.0958 2.8370 -0.619
C 0.4749 4.3229 0.7711 -0.618
C 4.1530 -4.2007 0.3928 -0.206
C 0.0642 3.3958 1.8879 -0.032
H -6.6309 1.1709 -4.7245 0.189
H -0.3027 -1.2014 -0.9547 0.224
H -3.7196 1.1914 -0.6724 0.252
H -0.7790 -0.2556 -3.5372 0.210
H -2.5134 -0.7569 -5.2273 0.242
H 3.1141 -1.6313 3.7323 0.425
H 2.7224 -2.7358 0.5168 0.419
H 3.8114 -5.9363 1.6086 0.234
H 3.1287 -6.0898 -0.0692 0.203
H 4.9181 -6.2160 0.2366 0.209
H -0.2877 4.8139 3.4441 0.212
H -1.7404 4.6502 2.4444 0.231
H -1.3507 3.3469 3.5289 0.218
H -0.3878 4.7229 0.1650 0.238
H 1.2293 3.8812 0.1199 0.216
H 1.0137 5.1589 1.3138 0.213
H 5.1012 -3.8906 0.7959 0.196
H 4.1758 -3.9525 -0.6852 0.198
H 1.0259 3.3620 2.4083 0.210


5.
42
Properties=species:S:1:pos:R:3:nbo_charge:R:1 method="wB97M-V/def2-TZVPD" smiles="COc1ccc(C(c2ccc(OC)cc2)N2CCOC2=O)cc1" energy_ev=-28652.15098 homo_lumo_gap_ev=8.735 homo_energy_ev=-8.1 charge=0
C -4.5437 -4.8430 -1.9360 -0.259
O -4.2318 -4.7202 -0.5180 -0.500
C -2.9499 -4.4703 -0.1295 0.317
C -2.7224 -4.1323 1.2165 -0.268
C -1.5193 -3.6043 1.6006 -0.174
C -0.5069 -3.3965 0.6765 -0.105
C 0.5717 -2.5221 1.2706 -0.017
C 1.8853 -2.4704 0.3711 -0.057
C 3.1657 -2.7080 0.9292 -0.125
C 4.3259 -2.6102 0.1461 -0.272
C 4.2363 -2.3022 -1.2321 0.308
O 5.4029 -2.1002 -1.9112 -0.503
C 5.4105 -1.7275 -3.3186 -0.256
C 2.9618 -2.1849 -1.8143 -0.281
C 1.8074 -2.2931 -1.0044 -0.211
N -0.1058 -1.1933 1.7703 -0.492
C -1.3824 -0.6364 2.2503 -0.232
C -1.0120 0.8282 2.4861 -0.075
O 0.4653 0.8797 2.5386 -0.478
C 0.9026 -0.3396 2.2178 0.877
O 2.0701 -0.7023 2.2829 -0.633
C -0.6230 -3.9380 -0.6184 -0.126
C -1.8497 -4.4650 -1.0185 -0.326
H -5.6317 -4.9656 -1.9355 0.205
H -4.2745 -3.9383 -2.5138 0.186
H -4.0735 -5.7369 -2.3925 0.181
H -3.4860 -4.2272 1.9629 0.223
H -1.2998 -3.3603 2.6510 0.215
H 0.9336 -2.9552 2.2625 0.212
H 3.2482 -2.9698 1.9892 0.223
H 5.2845 -2.7400 0.6158 0.225
H 6.4757 -1.6171 -3.5255 0.203
H 4.9934 -2.5145 -3.9647 0.180
H 4.9010 -0.7704 -3.5102 0.184
H 2.8372 -1.9935 -2.8827 0.209
H 0.8473 -2.2876 -1.5210 0.212
H -1.7279 -0.9647 3.2416 0.181
H -2.2393 -0.7488 1.5766 0.221
H -1.3686 1.4638 1.6586 0.187
H -1.3624 1.2673 3.4358 0.199
H 0.2002 -4.0043 -1.3344 0.221
H -1.9612 -4.8563 -2.0356 0.219


6.
45
Properties=species:S:1:pos:R:3:nbo_charge:R:1 method="wB97M-V/def2-TZVPD" smiles="COc1cc(CC(=O)OCc2cccc([N+](=O)[O-])c2)cc(OC)c1OC" energy_ev=-34793.21504 homo_lumo_gap_ev=7.921 homo_energy_ev=-8.1 charge=0
C -0.9557 -2.9270 1.4825 -0.244
O -0.2116 -1.7392 1.2887 -0.515
C -0.7991 -0.5903 0.8525 0.283
C -0.0009 0.5404 1.0311 -0.287
C -0.4137 1.7874 0.6069 0.000
C 0.4689 2.9947 0.8168 -0.521
C 1.8824 2.6108 0.4495 0.815
O 2.7907 2.4610 1.2219 -0.595
O 1.9877 2.4035 -0.8699 -0.508
C 3.1965 1.7767 -1.3017 -0.094
C 3.2278 0.3523 -0.8105 -0.061
C 4.2432 -0.1110 0.0165 -0.149
C 4.2120 -1.4042 0.5162 -0.218
C 3.1660 -2.2491 0.1986 -0.188
C 2.1521 -1.7809 -0.6272 0.094
N 1.0638 -2.6550 -0.9818 0.520
O 1.1081 -3.8005 -0.5847 -0.388
O 0.1827 -2.2043 -1.6822 -0.379
C 2.1705 -0.4881 -1.1285 -0.196
C -1.6418 1.9101 -0.0254 -0.281
C -2.4568 0.8031 -0.2136 0.248
O -3.6652 0.8687 -0.8518 -0.505
C -4.1119 2.1106 -1.3346 -0.249
C -2.0560 -0.4692 0.2421 0.231
O -2.8167 -1.5973 0.0737 -0.524
C -4.2139 -1.5232 0.2668 -0.240
H -0.2442 -3.6350 1.9072 0.192
H -1.7793 -2.7705 2.1823 0.174
H -1.3440 -3.3193 0.5420 0.204
H 0.9467 0.4057 1.5289 0.233
H 0.1349 3.8168 0.1842 0.235
H 0.4549 3.3063 1.8628 0.241
H 4.0575 2.3357 -0.9217 0.205
H 3.1673 1.8241 -2.3924 0.208
H 5.0541 0.5491 0.2836 0.221
H 5.0037 -1.7479 1.1637 0.222
H 3.1142 -3.2574 0.5784 0.245
H 1.3575 -0.1474 -1.7519 0.255
H -1.9542 2.8794 -0.3771 0.209
H -3.4309 2.5201 -2.0873 0.179
H -4.2434 2.8365 -0.5253 0.176
H -5.0778 1.9112 -1.7970 0.200
H -4.5288 -2.5423 0.4953 0.185
H -4.7281 -1.1770 -0.6314 0.191
H -4.4693 -0.8679 1.1038 0.174


- Which value of charge does entry 6 give?
  0